Record 1
Computed, not measured: the ion C5H10NOS with charge +1, with ωB97M-V/def2-TZVPD.

Calculated values
Net charge: +1
HOMO energy (spin up / spin down), eV: -11.35 / -11.35
Gap between HOMO and LUMO (spin up / spin down), eV: 6.8 / 6.8

Last column: natural (NBO) charge in e.
Positions of all 18 atoms, in Å:
1 S 0.3231 1.8975 1.3854  0.5019
2 O 2.1271 -0.2238 1.7059  -0.7172
3 N 0.9292 -0.3231 -0.1588  -0.4686
4 C 1.7221 0.4794 0.6465  0.0795
5 C 0.3437 -0.0092 -1.2485  0.2296
6 C -2.1183 0.3502 1.2500  -0.7334
7 C -0.3695 -1.0076 -2.1395  -0.6830
8 C -1.1364 1.3661 1.5414  -0.2103
9 H -2.9242 1.0209 0.6898  0.2935
10 H 0.5247 -1.3454 -2.6986  0.2726
11 H -1.7237 -0.4728 0.5501  0.1849
12 H -0.7943 -1.7846 -1.4870  0.2422
13 H -1.0402 -0.5851 -2.9408  0.2763
14 H 0.7149 -1.2544 0.3701  0.4541
15 H 0.3948 1.0366 -1.6498  0.2372
16 H 2.4244 1.1651 0.0608  0.2128
17 H -2.5268 -0.1680 2.1168  0.2922
18 H 3.1292 -0.1418 2.0061  0.5358

Record 2
Computed, not measured: the ion C5H10NS with charge +1, with ωB97M-V/def2-TZVPD.

Calculated values
Net charge: +1
HOMO energy, eV: -14.67
Gap between HOMO and LUMO, eV: 10.3

Last column: natural (NBO) charge in e.
Positions of all 17 atoms, in Å:
1 S 3.2971 -0.2596 -0.0503  0.2046
2 N 0.7277 0.2939 0.0492  -0.2733
3 C -1.0907 -1.1963 0.1884  -0.4112
4 C 1.9293 0.7619 0.0453  0.0486
5 C -1.5772 0.1516 -0.3410  -0.4099
6 C -0.4794 1.1015 0.1277  -0.2307
7 C 0.4173 -1.1209 -0.0372  -0.2535
8 H -0.6422 1.3938 1.1702  0.2300
9 H -0.3889 2.0034 -0.4779  0.2379
10 H 2.0710 1.8327 0.1043  0.2522
11 H 0.6936 -1.4833 -1.0328  0.2362
12 H 4.2169 0.7075 -0.0038  0.1764
13 H -1.6308 0.1393 -1.4293  0.2235
14 H -2.5521 0.4281 0.0500  0.2521
15 H 0.9973 -1.6831 0.6991  0.2403
16 H -1.5410 -2.0369 -0.3314  0.2515
17 H -1.3126 -1.2891 1.2512  0.2253

Record 3
Computed, not measured: the molecule C5H10O, with ωB97M-V/def2-TZVPD.

Calculated values
Structure (SMILES): COCC1CC1
Net charge: 0
HOMO energy, eV: -9.82
Gap between HOMO and LUMO, eV: 11.0

Last column: natural (NBO) charge in e.
Positions of all 16 atoms, in Å:
1 O 0.0424 1.2490 -0.7195  -0.5365
2 C -0.1704 -1.0833 -0.3390  -0.2510
3 C -0.3271 2.5588 -0.3846  -0.2471
4 C 1.2594 -1.4540 -0.0877  -0.4105
5 C 0.1680 -2.1002 0.7159  -0.4156
6 C -0.6126 0.2918 0.0804  -0.0578
7 H 1.7727 -2.0495 -0.8366  0.2167
8 H -0.0656 -3.1428 0.5207  0.2160
9 H 0.0567 -1.8080 1.7575  0.2103
10 H 1.8805 -0.7025 0.3921  0.2156
11 H -1.3941 2.7453 -0.5877  0.1624
12 H 0.2758 3.2355 -0.9955  0.1938
13 H -0.1376 2.7750 0.6800  0.1612
14 H -0.6220 -1.4537 -1.2570  0.2159
15 H -1.7071 0.4014 -0.0126  0.1688
16 H -0.3602 0.4574 1.1438  0.1578

Record 4
Computed, not measured: a structure of composition C5H10O, with ωB97M-V/def2-TZVPD.

Calculated values
Net charge: 0
HOMO energy, eV: -7.87
Gap between HOMO and LUMO, eV: 8.7

Last column: natural (NBO) charge in e.
Positions of all 16 atoms, in Å:
1 O 1.9736 -0.6234 -1.8778  -0.4716
2 C -0.2093 0.3448 -0.2090  -0.2561
3 C -1.2383 -0.7731 -0.3972  -0.6035
4 C 1.0047 -0.1676 0.5353  -0.5890
5 C -0.8381 1.5637 0.4742  -0.5924
6 C 2.0063 -1.2309 -0.8697  0.3452
7 H -1.2100 1.3063 1.4740  0.1992
8 H 1.8089 -1.5408 0.1686  0.3300
9 H 0.7401 -0.6776 1.4752  0.1955
10 H -0.8065 -1.6273 -0.9339  0.2022
11 H -0.1070 2.3722 0.5868  0.2087
12 H -2.1068 -0.4285 -0.9697  0.2122
13 H -1.6826 1.9499 -0.1101  0.2059
14 H 0.1347 0.6636 -1.2050  0.2084
15 H -1.5993 -1.1366 0.5738  0.1999
16 H 1.7575 0.6027 0.7425  0.2054

Record 5
Computed, not measured: a cluster of 2 separate species, C5H10O in total, with ωB97M-V/def2-TZVPD.

Calculated values
Structure (SMILES): C[C@H]1CCC1=O.[H][H]
Net charge: 0
HOMO energy, eV: -9.44
Gap between HOMO and LUMO, eV: 10.5

Last column: natural (NBO) charge in e.
Positions of all 16 atoms, in Å:
1 O -0.7427 1.4746 1.3318  -0.5278
2 C -0.6057 -0.5324 -0.1680  -0.3367
3 C -1.5413 -0.1614 -1.3151  -0.5970
4 C -0.1745 0.7298 0.5785  0.6376
5 C 1.2388 0.6704 -0.0032  -0.5381
6 C 0.8868 -0.7386 -0.5487  -0.4001
7 H -1.1262 0.6700 -1.8984  0.2044
8 H -1.6998 -1.0053 -1.9932  0.2146
9 H 0.9742 -0.1200 3.0886  -0.0288
10 H 0.4687 0.4224 3.0403  0.0244
11 H 1.0823 -0.9034 -1.6119  0.2094
12 H 1.3603 -1.5397 0.0260  0.2135
13 H 1.3759 1.4258 -0.7851  0.2360
14 H 2.0604 0.7570 0.7138  0.2375
15 H -2.5087 0.1620 -0.9186  0.2243
16 H -1.0485 -1.3114 0.4631  0.2269

Record 6
Computed, not measured: the molecule C5H10O, with ωB97M-V/def2-TZVPD.

Calculated values
Structure (SMILES): CC[C@@]1(C)CO1
Net charge: 0
HOMO energy, eV: -9.36
Gap between HOMO and LUMO, eV: 10.4

Last column: natural (NBO) charge in e.
Positions of all 16 atoms, in Å:
1 O -0.5882 -1.4229 -0.6638  -0.5149
2 C 1.5074 -0.6328 0.4470  -0.6428
3 C -0.0435 -0.4697 0.2909  0.1915
4 C -0.0926 1.8651 -0.6998  -0.6107
5 C -0.7837 -1.6642 0.7033  -0.1183
6 C -0.9694 0.7166 -0.2955  -0.3788
7 H 0.6895 1.4821 -1.3666  0.2028
8 H -0.2392 -2.5758 0.9199  0.1867
9 H 2.0828 0.1290 -0.0787  0.2154
10 H -1.7703 -1.5768 1.1532  0.1784
11 H 0.3760 2.2687 0.1941  0.1999
12 H -0.6359 2.6382 -1.2476  0.2124
13 H -1.7616 0.9485 0.4196  0.2009
14 H -1.5318 0.4141 -1.2121  0.2252
15 H 1.9312 -0.6900 1.4685  0.2193
16 H 1.7509 -1.6016 -0.0177  0.2329

Record 7
Computed, not measured: a cluster of 2 separate species, C5H10O in total, with ωB97M-V/def2-TZVPD.

Calculated values
Structure (SMILES): OC1CC=CC1.[H][H]
Net charge: 0
HOMO energy, eV: -8.54
Gap between HOMO and LUMO, eV: 9.3

Last column: natural (NBO) charge in e.
Positions of all 16 atoms, in Å:
1 O 1.3953 1.4957 0.7186  -0.7167
2 C 0.4955 1.1903 -0.3331  0.1081
3 C -0.8862 0.8974 0.2566  -0.4739
4 C 0.9607 -0.1351 -0.9649  -0.4757
5 C -0.7295 -0.5481 0.5932  -0.2007
6 C 0.0039 -1.1309 -0.4006  -0.1880
7 H 1.9734 -0.3507 -0.5801  0.2393
8 H -1.1729 1.5433 1.0903  0.2050
9 H -0.5474 -2.7039 0.6683  -0.0004
10 H 1.0475 2.2805 1.1604  0.4654
11 H 0.4655 1.9804 -1.0854  0.1655
12 H 1.0149 -0.1377 -2.0539  0.2086
13 H -1.2499 -2.4343 0.7859  0.0007
14 H -1.6698 0.9872 -0.5144  0.2104
15 H -0.1976 -2.0444 -0.9476  0.2236
16 H -0.9035 -0.8898 1.6066  0.2288

Record 8
Computed, not measured: the molecule C5H10O, with ωB97M-V/def2-TZVPD.

Calculated values
Structure (SMILES): C[C@@H](O)C1CC1
Net charge: 0
HOMO energy, eV: -10.12
Gap between HOMO and LUMO, eV: 11.2

Last column: natural (NBO) charge in e.
Positions of all 16 atoms, in Å:
1 O -1.0865 1.6476 -0.4345  -0.7206
2 C -0.7145 0.3167 -0.1044  0.1036
3 C -1.9262 -0.3286 0.5469  -0.6171
4 C 1.2585 -1.0025 0.9447  -0.4170
5 C 0.5067 0.2829 0.7869  -0.2635
6 C 1.8793 0.1309 0.1799  -0.4225
7 H -2.7904 -0.2553 -0.1203  0.2181
8 H 0.9030 -1.8612 0.3798  0.2137
9 H -0.4722 -0.2371 -1.0295  0.1515
10 H 2.7151 0.6562 0.6338  0.2167
11 H -2.1704 0.1940 1.4775  0.2085
12 H 1.9432 0.0278 -0.9020  0.2147
13 H 1.6570 -1.2457 1.9252  0.2190
14 H -0.3150 2.2106 -0.3140  0.4700
15 H 0.4269 0.9101 1.6769  0.2173
16 H -1.7369 -1.3837 0.7702  0.2075

Record 9
Computed, not measured: a cluster of 2 separate species, C5H10O in total, with ωB97M-V/def2-TZVPD.

Calculated values
Structure (SMILES): C[C@H]1C=CC1.O
Net charge: 0
HOMO energy, eV: -9.16
Gap between HOMO and LUMO, eV: 10.2

Last column: natural (NBO) charge in e.
Positions of all 16 atoms, in Å:
1 O -1.8932 -0.1565 -1.5130  -0.9437
2 C -1.1935 0.0316 0.7962  -0.1109
3 C -0.3526 1.0418 0.5296  -0.2960
4 C -0.1342 -1.0319 0.7495  -0.4336
5 C 1.8539 0.0566 -0.6078  -0.6128
6 C 0.8777 0.1452 0.5551  -0.2219
7 H 2.3891 1.0019 -0.7511  0.2097
8 H 1.4263 0.3324 1.4841  0.1999
9 H 1.3496 -0.1988 -1.5471  0.2077
10 H -2.2444 -0.0389 1.0632  0.2047
11 H -0.0497 -1.5848 1.6875  0.2079
12 H -2.7340 0.2674 -1.3029  0.4622
13 H -0.4833 2.1200 0.5105  0.2107
14 H -0.1819 -1.7389 -0.0884  0.2228
15 H 2.6036 -0.7199 -0.4092  0.2116
16 H -1.2335 0.4727 -1.1565  0.4816

Record 10
Computed, not measured: the molecule C5H10O, with ωB97M-V/def2-TZVPD.

Calculated values
Structure (SMILES): C[C@H]1CCOC1
Net charge: 0
HOMO energy, eV: -9.89
Gap between HOMO and LUMO, eV: 11.0

Last column: natural (NBO) charge in e.
Positions of all 16 atoms, in Å:
1 O -0.9451 -1.1638 0.6595  -0.5230
2 C -0.2648 -0.0726 1.2588  -0.0751
3 C -1.6195 -0.4820 -0.3880  -0.0761
4 C -0.4853 0.2400 -1.1219  -0.4265
5 C 0.4447 0.6001 0.0707  -0.2498
6 C 1.8185 -0.0534 -0.0042  -0.6045
7 H 2.4679 0.3422 0.7855  0.2061
8 H 1.6823 -1.1266 0.1816  0.2117
9 H 0.0277 -0.4331 -1.8216  0.2062
10 H -2.2528 -1.1570 -0.9651  0.1978
11 H -0.8291 1.1100 -1.6936  0.2121
12 H 0.4342 -0.4201 2.0309  0.1938
13 H 0.5118 1.6872 0.1884  0.2051
14 H -2.2818 0.2715 0.0759  0.1532
15 H 2.3103 0.0701 -0.9720  0.2069
16 H -1.0189 0.5874 1.7153  0.1620

Record 11
Computed, not measured: the molecule C5H10O, with ωB97M-V/def2-TZVPD.

Calculated values
Structure (SMILES): C[C@H]1C[C@@H](O)C1
Net charge: 0
HOMO energy, eV: -10.01
Gap between HOMO and LUMO, eV: 11.0

Last column: natural (NBO) charge in e.
Positions of all 16 atoms, in Å:
1 O 2.5018 -0.0647 -0.4262  -0.7079
2 C 0.4284 -1.0699 -0.0052  -0.4154
3 C -2.1125 0.0024 -0.2926  -0.6369
4 C -0.6774 -0.0374 0.3946  -0.2271
5 C 0.3259 1.0530 0.0936  -0.4402
6 C 1.4182 -0.0176 0.4246  0.0958
7 H 0.3844 1.1286 -1.0365  0.2070
8 H 0.5014 -2.0736 0.3430  0.2114
9 H -0.7701 -0.2539 1.5028  0.2034
10 H 0.5555 -1.1597 -1.1206  0.2046
11 H 0.2270 2.1826 0.4694  0.2125
12 H 1.6891 -0.2581 1.5101  0.1672
13 H -3.1786 0.3828 0.2773  0.2310
14 H -2.0021 0.6143 -1.3545  0.2139
15 H -2.2975 -1.2267 -0.4777  0.2140
16 H 3.0066 0.7978 -0.3020  0.4668

Record 12
Computed, not measured: the molecule C5H10O, with ωB97M-V/def2-TZVPD.

Calculated values
Structure (SMILES): C[C@H]1CCCO1
Net charge: 0
HOMO energy, eV: -9.45
Gap between HOMO and LUMO, eV: 10.6

Last column: natural (NBO) charge in e.
Positions of all 16 atoms, in Å:
1 O -0.1664 0.7180 1.1017  -0.5380
2 C 2.0568 0.1278 0.3761  -0.6180
3 C 0.6576 0.5374 -0.0535  0.0991
4 C -0.0772 -0.4849 -0.9248  -0.4265
5 C -1.5393 -0.2164 -0.5714  -0.4292
6 C -1.4295 0.0913 0.9201  -0.0636
7 H 0.7137 1.4995 -0.5882  0.1615
8 H 0.1468 -0.3690 -1.9889  0.2178
9 H -1.4734 -0.8334 1.5149  0.1615
10 H 2.7145 0.0204 -0.4943  0.2076
11 H 0.2062 -1.5029 -0.6284  0.1998
12 H -2.2072 -1.0557 -0.7850  0.2163
13 H 2.0275 -0.8287 0.9087  0.2065
14 H 2.4957 0.8759 1.0437  0.2189
15 H -2.2157 0.7617 1.2854  0.1837
16 H -1.9101 0.6591 -1.1162  0.2024

Record 13
Computed, not measured: the molecule C5H10O, with ωB97M-V/def2-TZVPD.

Calculated values
Net charge: 0
HOMO energy (spin up / spin down), eV: -7.40 / -6.88
Gap between HOMO and LUMO (spin up / spin down), eV: 7.7 / 6.8

Last column: natural (NBO) charge in e.
Positions of all 16 atoms, in Å:
1 O -0.4291 -1.8998 -0.3550  -0.6702
2 C -0.6215 0.5910 -0.1445  -0.4277
3 C 0.7357 -0.8514 0.8512  -0.0876
4 C 0.4455 -1.2294 -1.2912  -0.0751
5 C -0.6946 1.7383 0.8248  -0.6354
6 C 0.7366 -0.0128 -0.4007  -0.3515
7 H 0.3481 -0.4505 1.7809  0.2051
8 H 1.3152 -1.8736 -1.4530  0.1870
9 H -1.1997 0.7542 -1.0637  0.1999
10 H 1.6294 0.5792 -0.6571  0.1888
11 H -0.0549 -1.0234 -2.2449  0.1879
12 H -1.0416 -1.0809 -0.0994  0.4864
13 H -1.7293 1.9674 1.1052  0.2125
14 H -0.1430 1.5311 1.7566  0.1928
15 H 1.3390 -1.7538 0.9481  0.1922
16 H -0.2541 2.6668 0.4240  0.1951

Record 14
Computed, not measured: the molecule C5H10O, with ωB97M-V/def2-TZVPD.

Calculated values
Structure (SMILES): CCCCC=O
Net charge: 0
HOMO energy, eV: -9.81
Gap between HOMO and LUMO, eV: 10.8

Last column: natural (NBO) charge in e.
Positions of all 16 atoms, in Å:
1 O -0.6835 -2.1349 -2.2507  -0.5213
2 C -1.1223 -0.1256 -1.0104  -0.5098
3 C 1.5112 0.6058 1.7741  -0.6024
4 C 0.1311 -0.3109 -0.1564  -0.3923
5 C 0.2189 0.7179 0.9696  -0.3902
6 C -1.1582 -1.0242 -2.2231  0.4486
7 H -1.6562 -0.6049 -3.1241  0.1037
8 H -2.0244 -0.3512 -0.4207  0.2332
9 H 1.0168 -0.2235 -0.8003  0.2013
10 H 1.5606 1.3701 2.5568  0.2101
11 H 0.1448 1.7265 0.5391  0.1916
12 H 1.5941 -0.3751 2.2560  0.2041
13 H 0.1484 -1.3294 0.2484  0.2155
14 H -1.2267 0.9168 -1.3366  0.2105
15 H 2.3870 0.7335 1.1268  0.2026
16 H -0.6464 0.6050 1.6374  0.1948

Values for relative energy (zero: lowest compared OMol25 entry of this formula, charge and spin), kcal per mole, ordered as above
93.3 8.3 35.3 94.6 40.5 59.7 88.1 22.6 51.0 14.9 67.7 7.4 130.7 8.8